Entry from OMol25: a single C12H20N4O6 molecule (wB97M-V/def2-TZVPD).

## Properties
- Lowest unoccupied orbital energy: 0.33 eV
- Gap between HOMO and LUMO: 0.3565 Eh
- Structure (SMILES): NC(=O)CCN(O)[C@@H]1CCC(=O)O[C@H](C(N)=O)CCNC1=O

The geometry in ORCA input format:
```
! RIJCOSX wB97M-V def2-TZVPD def2/J DEFGRID3
* xyz 0 1
O 0.8867 1.1930 2.3231
O 0.0280 -1.3044 -6.0474
O 0.2712 -1.6848 0.0077
O -0.8928 2.3877 3.0884
O 2.5269 -1.2893 4.3701
O 0.9130 -0.2749 -2.2091
N 0.3003 0.7296 -5.0162
N 3.2356 -0.5257 2.5118
N -1.0604 -0.6799 1.6072
N -0.4325 -0.0287 -2.1774
C -0.8355 0.3045 -0.7867
C -0.5131 -0.7912 0.3118
C -1.2377 -1.0931 -2.8451
C -0.5316 2.4173 0.7822
C 1.0155 0.4501 3.5375
C -0.1969 -0.5147 3.8582
C -0.2699 -0.5152 -5.1693
C -0.5838 -1.3788 2.6974
C -0.1260 2.0169 2.2114
C 2.2922 -0.4434 3.5457
C -0.0681 1.6035 -0.5038
C -1.5565 -0.7681 -4.3036
H 1.1233 1.1636 4.4469
H 0.9893 1.2723 -0.3898
H -1.5993 2.3543 0.7434
H -0.2875 3.5233 0.6313
H 1.1883 0.6668 -5.4964
H 0.0092 -1.1500 4.7563
H 0.3519 -1.8975 2.5399
H -1.9311 0.5450 -0.7602
H -2.1775 -1.6258 -4.6878
H -0.6730 -2.0050 -2.7777
H -1.2341 -2.2008 2.8417
H -1.9925 0.1616 -4.3061
H 3.7463 -1.3475 2.5525
H 0.4089 0.9966 -4.0282
H 2.8893 -0.1845 1.7096
H -1.1346 0.0375 3.9696
H -0.0181 2.1778 -1.3896
H -1.8756 -0.0165 1.7402
H -2.1502 -1.2643 -2.2885
H 1.2024 -1.0172 -1.6007
*
```